The following is a DFT calculation (ωB97M-V with the def2-TZVPD basis set) of the molecule COS2.

Properties
**Relative energy (zero: lowest compared OMol25 entry of this formula, charge and spin)**: 0.342 eV
**Electronic energy**: -909.65975 hartree
**M**: 92.144 g/mol

```
4
COS2 ωB97M-V with the def2-TZVPD basis set
C -0.58 -0.40 -0.51
O -1.11 -1.20 -1.11
S 1.09 0.93 1.76
S 0.60 0.68 -0.14
```

List of Löwdin charges in e, atom by atom: C -0.566; O 0.176; S -0.021; S 0.412

The following is a DFT calculation (ωB97M-V with the def2-TZVPD basis set) of a cluster of 12 separate species, C30H86N10O12 in total.

Properties
**Relative energy (zero: lowest compared OMol25 entry of this formula, charge and spin)**: 0.000 eV
**Electronic energy**: -2645.18210 hartree
**M**: 779.076 g/mol

```
138
C30H86N10O12 ωB97M-V with the def2-TZVPD basis set
C 0.37 -3.88 1.40
O -0.08 -3.65 0.04
C -1.02 -4.61 -0.36
C -0.51 -6.04 -0.71
C 0.46 -6.01 -1.82
N -1.62 -6.95 -1.02
H 1.11 -3.10 1.61
H 0.85 -4.87 1.47
H -0.48 -3.91 2.11
H -1.79 -4.65 0.44
H -1.50 -4.18 -1.24
H -0.07 -6.52 0.17
H 0.71 -7.05 -2.17
H 1.44 -5.58 -1.57
H 0.07 -5.45 -2.67
H -2.49 -6.80 -0.51
H -1.88 -6.94 -2.00
C 2.55 1.00 -5.69
O 2.84 -0.33 -5.34
C 1.77 -1.16 -5.56
C 2.08 -2.46 -4.88
C 2.20 -2.33 -3.33
N 3.18 -3.17 -5.41
H 1.68 1.31 -5.10
H 2.35 1.18 -6.76
H 3.40 1.60 -5.36
H 0.85 -0.63 -5.25
H 1.66 -1.32 -6.65
H 1.21 -3.10 -5.09
H 2.07 -3.31 -2.89
H 1.49 -1.69 -2.82
H 3.24 -2.06 -3.04
H 4.06 -2.64 -5.41
H 3.03 -3.59 -6.31
N 2.18 4.68 2.53
C 1.03 4.03 2.57
N 0.17 4.44 1.57
O 0.76 3.16 3.37
H 2.85 4.45 3.26
H 2.46 5.01 1.60
H -0.73 4.01 1.81
H 0.13 5.39 1.26
N -3.53 4.84 0.06
C -3.89 3.75 -0.73
N -3.96 2.61 0.00
O -4.17 3.84 -1.92
H -3.24 5.68 -0.45
H -3.20 4.70 1.03
H -4.07 1.77 -0.55
H -3.59 2.51 0.94
N 3.29 0.12 2.61
C 3.00 -1.12 3.01
N 4.06 -1.96 2.85
O 1.95 -1.52 3.50
H 2.43 0.66 2.51
H 4.04 0.36 1.99
H 4.96 -1.55 2.67
H 3.94 -2.91 3.15
N -1.83 2.27 4.61
C -2.67 2.80 3.70
N -3.91 2.62 4.19
O -2.38 3.41 2.67
H -2.12 1.74 5.41
H -0.88 2.36 4.36
H -4.03 1.92 4.89
H -4.65 2.86 3.54
C 4.59 2.01 -0.50
C 5.82 1.23 -0.13
C 7.10 1.78 -0.68
O 5.86 1.07 1.29
H 3.67 1.62 -0.04
H 4.44 2.05 -1.61
H 4.75 3.06 -0.20
H 5.70 0.21 -0.55
H 6.92 1.97 -1.75
H 7.93 1.07 -0.59
H 7.38 2.67 -0.16
H 6.41 1.76 1.70
C -4.44 -2.69 3.04
C -5.24 -1.51 2.60
C -4.43 -0.37 2.07
O -6.11 -2.05 1.55
H -5.13 -3.51 3.32
H -3.80 -2.33 3.86
H -3.84 -3.08 2.21
H -5.86 -1.14 3.44
H -3.92 0.13 2.89
H -5.04 0.40 1.57
H -3.69 -0.79 1.39
H -5.76 -1.97 0.67
C -1.74 -0.14 -3.63
C -2.81 0.60 -2.85
C -4.12 0.78 -3.60
O -3.20 -0.14 -1.64
H -0.74 -0.09 -3.16
H -1.62 0.33 -4.60
H -2.04 -1.18 -3.75
H -2.44 1.58 -2.60
H -3.86 1.29 -4.52
H -4.82 1.40 -3.04
H -4.59 -0.19 -3.82
H -2.36 -0.56 -1.42
C 0.82 -2.62 6.59
C -0.12 -3.22 5.50
C -0.97 -2.05 4.93
O 0.60 -3.91 4.46
H 1.34 -1.76 6.13
H 1.56 -3.38 6.91
H 0.24 -2.29 7.47
H -0.77 -3.96 5.96
H -1.46 -2.44 4.03
H -0.30 -1.22 4.59
H -1.71 -1.66 5.62
H 1.26 -3.28 4.21
C 0.52 1.00 -0.38
C 0.20 -0.40 0.06
C -0.63 -0.36 1.35
O -0.53 -1.10 -0.99
H -0.35 1.65 -0.17
H 0.81 1.05 -1.43
H 1.32 1.41 0.23
H 1.03 -1.06 0.28
H 0.03 -0.11 2.22
H -1.09 -1.32 1.55
H -1.38 0.41 1.23
H -0.55 -2.02 -0.65
C 0.45 5.74 -4.32
C 0.15 5.71 -2.86
C -0.14 4.32 -2.39
O 1.38 6.23 -2.23
H -0.46 5.56 -4.88
H 1.19 4.96 -4.55
H 0.82 6.71 -4.59
H -0.70 6.37 -2.65
H -0.88 3.87 -3.05
H -0.45 4.22 -1.34
H 0.77 3.73 -2.58
H 1.41 5.92 -1.32
```

Löwdin population analysis, charges in e, atoms 1 to 99: C -0.060; O -0.233; C -0.198; C -0.447; C -0.076; N 0.031; H 0.079; H 0.093; H 0.086; H 0.122; H 0.129; H 0.129; H 0.100; H 0.081; H 0.078; H 0.073; H 0.063; C -0.106; O -0.189; C -0.246; C -0.452; C -0.034; N 0.038; H 0.081; H 0.094; H 0.088; H 0.112; H 0.127; H 0.141; H 0.052; H 0.055; H 0.086; H 0.086; H 0.074; N 0.156; C -0.706; N 0.157; O 0.027; H 0.116; H 0.111; H 0.067; H 0.090; N 0.131; C -0.673; N 0.171; O 0.015; H 0.098; H 0.069; H 0.073; H 0.064; N 0.191; C -0.670; N 0.165; O 0.008; H 0.104; H 0.056; H 0.100; H 0.107; N 0.188; C -0.653; N 0.157; O -0.008; H 0.109; H 0.055; H 0.090; H 0.119; C -0.058; C -0.511; C -0.053; O -0.077; H 0.061; H 0.097; H 0.086; H 0.144; H 0.091; H 0.089; H 0.076; H 0.102; C -0.067; C -0.482; C -0.065; O -0.064; H 0.095; H 0.068; H 0.076; H 0.142; H 0.061; H 0.089; H 0.070; H 0.077; C -0.060; C -0.472; C -0.059; O -0.090; H 0.053; H 0.068; H 0.095; H 0.109; H 0.079

The following is a DFT calculation (ωB97M-V with the def2-TZVPD basis set) of a structure of composition C40H57BN8O2V.

Properties
**Multiplicity**: 4
**⟨S²⟩**: 3.7674
**Relative energy (zero: lowest compared OMol25 entry of this formula, charge and spin)**: 0.453 eV
**Electronic energy**: -3115.97557 hartree
**M**: 743.706 g/mol

```
109
C40H57BN8O2V ωB97M-V with the def2-TZVPD basis set
V 0.50 -0.22 -0.25
C -0.04 -5.53 -1.27
C 0.72 -4.24 -1.35
C 1.96 -4.04 -1.88
C 2.26 -2.68 -1.71
N 1.23 -2.06 -1.09
N 0.29 -3.05 -0.88
B -1.08 -2.83 -0.21
N -2.00 -1.93 -1.05
N -1.83 -0.57 -1.20
C -2.92 -0.15 -1.86
C -3.74 -1.24 -2.19
C -3.14 -2.34 -1.65
C -3.62 -3.76 -1.68
C -3.30 1.30 -2.10
C -3.90 1.83 -0.79
C -2.10 2.15 -2.53
C -4.37 1.38 -3.18
N -0.95 -2.35 1.25
N -0.40 -1.15 1.62
C -0.49 -1.10 2.96
C -1.06 -2.29 3.44
C -1.34 -3.05 2.34
C -1.97 -4.41 2.30
C -0.11 0.04 3.89
C 1.06 -0.41 4.78
C -1.32 0.34 4.78
C 0.27 1.34 3.19
C 3.62 -2.18 -2.21
C 3.77 -2.61 -3.68
C 3.90 -0.68 -2.15
C 4.70 -2.87 -1.36
H 0.57 -6.31 -1.71
H -0.99 -5.48 -1.81
H -0.26 -5.81 -0.24
H 2.58 -4.80 -2.33
H -1.60 -3.91 -0.18
H -4.67 -1.23 -2.74
H -4.54 -3.80 -2.27
H -3.84 -4.14 -0.68
H -2.89 -4.43 -2.14
H -3.18 1.74 0.01
H -4.79 1.26 -0.53
H -4.19 2.88 -0.91
H -1.33 2.16 -1.76
H -2.43 3.18 -2.72
H -1.66 1.76 -3.45
H -5.28 0.86 -2.88
H -4.02 0.95 -4.12
H -4.63 2.43 -3.36
H -1.25 -2.55 4.47
H -2.18 -4.73 3.32
H -1.30 -5.15 1.84
H -2.90 -4.41 1.73
H 0.81 -1.32 5.34
H 1.32 0.37 5.50
H 1.95 -0.62 4.17
H -1.57 -0.50 5.43
H -2.20 0.56 4.16
H -1.11 1.21 5.41
H 1.06 1.21 2.46
H 0.60 2.07 3.93
H -0.61 1.73 2.67
H 2.93 -2.23 -4.27
H 3.80 -3.70 -3.80
H 4.69 -2.20 -4.09
H 3.24 -0.13 -2.83
H 4.93 -0.51 -2.48
H 3.80 -0.30 -1.14
H 4.64 -3.96 -1.44
H 4.57 -2.60 -0.30
H 5.69 -2.55 -1.68
C 1.24 1.56 -4.02
C 2.12 2.57 -3.67
C 2.57 2.65 -2.36
C 2.14 1.72 -1.42
N 1.18 0.80 -1.75
C 0.79 0.71 -3.03
C 2.77 1.47 -0.11
C 3.90 2.14 0.34
C 4.62 1.64 1.41
C 4.21 0.45 2.02
C 3.05 -0.18 1.59
C 2.27 0.32 0.54
H 0.89 1.44 -5.04
H 2.47 3.28 -4.41
H 3.30 3.40 -2.07
H 0.06 -0.06 -3.24
H 4.25 3.05 -0.16
H 5.50 2.16 1.76
H 4.80 0.04 2.83
H 2.73 -1.09 2.10
O 0.83 3.57 0.90
C -0.35 3.06 0.66
O -0.55 1.90 0.37
C -1.51 4.06 0.81
N -0.99 5.40 1.15
C -1.43 5.77 2.52
C -1.82 4.43 3.15
C -2.43 3.67 1.97
H -2.03 4.05 -0.14
H -1.25 6.09 0.46
H 0.63 4.53 1.04
H -2.29 6.45 2.49
H -0.63 6.26 3.06
H -2.53 4.56 3.97
H -0.94 3.92 3.53
H -3.43 4.03 1.77
H -2.47 2.59 2.12
```

Löwdin population analysis, charges in e, atoms 1 to 99: V 0.749; C -0.014; C -0.259; C 0.004; C -0.190; N 0.083; N 0.037; B -0.514; N 0.029; N 0.129; C -0.238; C 0.016; C -0.264; C -0.018; C -0.536; C -0.038; C -0.041; C -0.066; N 0.037; N 0.098; C -0.219; C 0.013; C -0.261; C -0.018; C -0.521; C -0.034; C -0.049; C -0.042; C -0.517; C -0.051; C -0.031; C -0.041; H 0.082; H 0.067; H 0.074; H 0.111; H 0.097; H 0.105; H 0.081; H 0.077; H 0.068; H 0.063; H 0.094; H 0.087; H 0.053; H 0.089; H 0.078; H 0.077; H 0.093; H 0.085; H 0.111; H 0.080; H 0.073; H 0.077; H 0.081; H 0.087; H 0.070; H 0.075; H 0.088; H 0.085; H 0.064; H 0.095; H 0.053; H 0.089; H 0.073; H 0.084; H 0.075; H 0.096; H 0.066; H 0.077; H 0.089; H 0.086; C -0.071; C -0.059; C -0.006; C -0.230; N -0.033; C -0.137; C -0.250; C -0.048; C -0.094; C -0.093; C -0.129; C -0.204; H 0.107; H 0.107; H 0.109; H 0.117; H 0.102; H 0.093; H 0.096; H 0.090; O 0.155; C -0.484; O 0.029; C -0.219; N -0.021; C -0.175; C -0.154